Below is a molecular structure, C47H53BCl3CsN8O6S4 at a distorted geometry, with properties calculated with wB97M-V/def2-TZVPD.

- net charge = -2
- energy above the lowest of the compared OMol25 structures with the same formula, charge and spin (kcal/mol) = 0.00
- spin multiplicity = 1
- HOMO-LUMO gap (eV) = 5.25
- electronic energy (Eh) = -5730.92468
- HOMO (eV) = -1.7362
- F_max (hartree/bohr) = 0.02962

Atoms and positions in Å:
Cs: -0.105 -2.044 -0.663
Cl: 1.345 -6.705 -0.096
Cl: 2.971 -6.943 -5.229
Cl: -0.791 -3.351 -3.777
S: 1.909 0.316 -1.959
S: 0.053 1.589 0.424
S: 1.022 -1.177 5.263
S: 2.036 -0.260 2.601
O: -1.383 -4.193 5.600
O: -0.435 -4.549 -1.096
O: -0.359 2.946 -2.041
O: -2.323 -2.536 1.871
O: -4.239 -1.125 -4.666
O: -2.238 2.159 -1.016
N: -4.318 -3.896 -2.557
N: -3.614 -2.987 -0.521
N: -3.805 -0.092 0.608
N: 2.238 2.953 1.136
N: 3.788 2.036 -1.078
N: -0.852 -2.654 3.638
N: -3.746 -1.696 -2.478
N: 0.022 -1.933 2.852
C: -1.981 -2.954 2.989
C: -2.186 1.474 3.214
C: 6.908 0.709 -0.139
C: 5.509 -1.081 1.443
C: -3.880 -2.838 -1.813
C: -1.106 1.841 -4.017
C: 1.096 -5.196 -4.327
C: 1.963 -6.223 -3.994
C: 0.302 -5.062 -1.976
C: -2.908 -3.848 3.770
C: 1.873 6.470 -1.581
C: -5.067 -4.950 3.877
C: 5.570 0.457 -0.417
C: -4.898 -5.099 -2.021
C: 1.238 -6.117 -1.727
C: -4.586 -3.402 -3.883
C: 3.166 -0.109 4.009
C: -1.287 4.321 -3.770
C: 3.677 2.988 1.172
C: -3.737 1.866 -2.859
C: -2.709 2.784 -2.227
C: -3.565 0.801 1.286
C: 7.545 0.079 0.923
C: 4.875 -0.448 0.388
C: 2.575 7.551 -1.057
C: 1.716 2.125 0.100
C: 2.041 -6.686 -2.691
C: 1.535 5.395 -0.776
C: -4.162 -4.119 3.236
C: 2.474 1.564 -0.884
C: 4.831 1.142 -1.543
C: -1.391 2.984 -3.052
C: 1.557 4.198 1.447
C: 2.936 7.548 0.280
C: 1.897 5.384 0.574
C: 0.303 -4.641 -3.346
C: -4.707 -5.528 5.088
C: 2.304 0.111 5.240
C: 0.883 -1.260 3.484
C: 2.597 6.469 1.086
C: -4.178 -1.922 -3.747
C: 6.847 -0.816 1.717
C: -3.470 -5.267 5.647
C: -3.366 4.099 -1.807
C: -3.120 1.932 2.090
C: 4.225 3.137 -0.253
C: -2.562 -4.423 5.004
B: -0.881 2.290 -0.960
H: -0.355 4.350 -4.334
H: -5.397 -6.188 5.604
H: -2.114 4.449 -4.471
H: -3.374 -3.888 -0.143
H: 7.341 -1.310 2.545
H: 4.060 2.058 1.610
H: -0.102 1.969 -4.422
H: -1.830 1.816 -4.832
H: -2.645 4.770 -1.336
H: 1.040 -4.826 -5.341
H: 0.485 4.000 1.379
H: -1.851 2.335 3.794
H: 2.884 0.032 6.161
H: -3.979 -3.887 -4.651
H: 7.455 1.409 -0.761
H: -3.173 -5.707 6.592
H: 3.833 -0.649 0.166
H: 4.346 0.389 -2.166
H: 8.589 0.289 1.128
H: -2.689 0.774 3.881
H: 3.854 4.083 -0.663
H: -5.834 -5.319 -2.541
H: 1.833 1.094 5.196
H: 2.722 -7.482 -2.425
H: 5.532 1.705 -2.170
H: 4.955 -1.788 2.048
H: 1.774 4.454 2.491
H: -6.038 -5.145 3.439
H: -3.334 0.894 -3.126
H: -2.609 2.610 1.402
H: -4.403 -3.640 2.295
H: 3.483 8.384 0.699
H: -4.170 2.325 -3.751
H: 2.885 6.468 2.132
H: -3.992 2.455 2.491
H: -4.232 -5.960 -2.128
H: -3.822 4.610 -2.656
H: -0.892 -3.556 4.991
H: -5.126 -4.967 -0.963
H: -3.271 -2.193 0.009
H: 4.005 3.826 1.794
H: 3.833 0.734 3.819
H: 1.005 4.549 -1.198
H: 2.840 8.388 -1.692
H: -5.644 -3.492 -4.151
H: -1.124 0.882 -3.501
H: -4.148 3.875 -1.081
H: 3.761 -1.017 4.118
H: -4.536 1.684 -2.139
H: -1.314 0.973 2.798
H: 1.589 6.460 -2.626
H: -1.288 5.153 -3.067
H: 5.317 3.181 -0.258